This record from the OMol25 dataset describes a structure of composition C6H5Br2O5. The level of theory is ωB97M-V with the def2-TZVPD basis set.

Geometry as XYZ:
```
18
Properties=species:S:1:pos:R:3:forces:R:3
C 0.1729 -0.1443 0.0412 0.8 1.3 -0.6
C 1.3632 0.8265 -0.2472 1.0 0.1 -0.3
C 0.9919 -1.3053 0.6199 -2.0 -0.3 0.6
C 2.5358 0.2638 0.2276 -2.8 1.7 -1.5
C -2.0476 -1.3430 -0.2847 0.6 -0.8 1.6
C -1.0222 -0.4953 -1.0258 1.6 0.0 3.7
O 1.2156 2.0327 -0.8126 1.1 -1.0 -0.1
O 0.5191 -2.3284 1.0431 0.8 -0.1 -0.2
O 2.2536 -0.9595 0.8048 1.7 -1.4 0.3
O -0.5528 0.3424 1.1257 -0.7 0.4 1.5
O -1.1033 0.0336 -2.0658 -0.3 0.5 -2.3
Br 4.3389 0.7925 0.0657 -0.8 -0.2 0.2
Br -1.2999 3.1585 0.2968 -0.7 0.6 0.2
H -1.4469 -1.9152 0.6068 -1.9 1.2 -2.4
H -2.4935 -2.0079 -1.0443 0.0 0.1 0.6
H -2.8404 -0.6885 0.1963 1.0 -0.7 -0.7
H -0.9142 1.3043 1.0523 0.8 -1.1 -0.6
H 0.3299 2.4332 -0.6000 -0.1 -0.1 0.1
```
Positions in Å, forces in eV/Å.

Charge   -1
M   316.91 Da
Relative energy (zero: lowest compared OMol25 entry of this formula, charge and spin)   0.0 kJ/mol
Orbital gap   7.88 eV
E_tot   -156626.81570 eV
HOMO level   -5.17 eV

Results of the natural (NBO) charge analysis, in e, for atoms 1 through 6:
1. C -0.015
2. C 0.289
3. C 0.798
4. C 0.046
5. C -0.764
6. C 0.628